This record from OMol25 describes a single C4H4O molecule in a non-equilibrium geometry. The level of theory is the ωB97M-V functional and the def2-TZVPD basis.

Structure (XYZ):
```
9
Properties=species:S:1:pos:R:3:forces:R:3
H -0.375 -1.326 -1.294 0.0 0.0 0.1
C -0.304 -0.866 -0.308 -0.2 -0.1 0.0
H -0.759 -1.495 0.460 -0.1 -0.1 -0.2
H 2.056 1.228 1.152 0.7 -0.1 0.1
C 1.704 0.371 0.637 -0.2 -0.2 -0.1
C 1.047 -0.489 0.106 0.0 0.9 0.5
C -0.980 0.512 -0.275 -0.4 0.0 0.1
H -0.536 1.255 -0.974 -0.1 -0.2 0.1
O -1.854 0.810 0.496 0.3 -0.2 -0.4
```
Positions in Å, forces in eV/Å.

Output
HOMO-LUMO gap in eV: 10.76
Energy relative to the best compared isomer or geometry (same formula, charge and spin) in kcal per mole: 47.8
Molar mass in g mol⁻¹: 68.07
Spin multiplicity: 1
Structure (SMILES): C#CCC=O

***

This record from OMol25 describes a single C4H4O molecule. The level of theory is the ωB97M-V functional and the def2-TZVPD basis.

Structure (XYZ):
```
9
Properties=species:S:1:pos:R:3:forces:R:3
O -2.567 0.256 1.822 0.4 0.2 -0.3
H 1.071 -0.957 -1.973 0.0 0.0 0.1
H 1.785 -1.609 -0.488 -0.1 0.1 -0.1
C 0.269 -0.167 -0.192 -0.4 0.2 0.3
C -1.738 0.881 1.200 -0.2 -0.2 0.2
H -1.752 1.987 1.174 0.0 -0.1 0.0
C -0.657 0.279 0.443 0.4 -0.2 -0.3
C 1.391 -0.703 -0.958 0.0 0.0 0.0
H 2.198 0.033 -1.028 -0.1 -0.1 0.0
```
Positions in Å, forces in eV/Å.

Output
HOMO-LUMO gap in eV: 10.74
Energy relative to the best compared isomer or geometry (same formula, charge and spin) in kcal per mole: 31.4
Molar mass in g mol⁻¹: 68.08
Spin multiplicity: 1
Structure (SMILES): CC#CC=O

***

In the order shown, the computed HOMO values come out to -9.9 -10.4 eV.